(1)
A 9-piece molecular cluster, C51H78NO17 overall, computed with ωB97M-V/def2-TZVPD.

```
! RIJCOSX wB97M-V def2-TZVPD def2/J DEFGRID3
* xyz 1 1
C -0.4607 0.1475 2.7626
C 0.2507 1.0659 1.7534
C 1.8254 1.0992 2.0206
C 2.5530 -0.1919 1.6097
C 2.2753 -0.4578 0.1165
C 0.8205 -0.6148 -0.2548
N 0.0993 0.5770 0.3013
O -0.7456 1.1436 -0.4233
C 0.2247 -1.9002 0.3672
C 0.7516 -0.6657 -1.8053
C -0.3090 2.4733 1.8871
H -0.2654 -0.9212 2.8044
H -1.5373 0.1995 2.5752
H -0.3757 0.5454 3.7740
H 1.8877 1.2962 3.0908
H 2.1685 2.0027 1.5113
H 2.1749 -0.9066 2.3427
H 3.6408 -0.1693 1.6646
H 2.8056 -1.2787 -0.3695
H 2.7478 0.3820 -0.4028
H -0.8586 -1.7374 0.3389
H 0.3409 -2.1016 1.4289
H 0.3998 -2.7852 -0.2406
H 1.0912 0.3000 -2.1775
H -0.2804 -0.8886 -2.0798
H 1.3638 -1.4937 -2.1596
H -1.3938 2.4329 1.8064
H 0.1064 3.1039 1.1002
H -0.0335 3.0210 2.7880
C 5.0420 -3.5119 -4.5530
C 4.3095 -3.2905 -3.3912
C 3.2172 -4.1144 -3.0895
C 2.7630 -5.0275 -4.0220
C 3.4287 -5.2049 -5.2310
C 4.5168 -4.3968 -5.4951
O 5.0378 -4.4475 -6.7811
O 2.5184 -3.9333 -1.9406
H 5.6861 -2.7021 -4.8681
H 4.5652 -2.5845 -2.6123
H 2.0619 -5.7744 -3.6661
H 3.0049 -6.0414 -5.7697
H 4.6384 -5.1395 -7.3136
H 1.7003 -4.4051 -2.1270
C -3.2754 -3.1807 0.8796
C -3.7418 -3.5959 2.0834
C -4.7024 -2.8080 2.7136
C -5.0920 -1.5871 2.2187
C -4.5348 -1.1255 1.0185
C -3.6532 -1.9653 0.3114
O -3.4178 -1.6659 -1.0193
O -5.2068 -3.2337 3.9123
H -2.6483 -3.8590 0.3113
H -3.4762 -4.5619 2.4913
H -5.7164 -0.9944 2.8725
H -5.0410 -0.3106 0.5189
H -3.0532 -2.4228 -1.4866
H -4.4776 -3.6746 4.3578
C 2.8648 3.8354 -0.9450
C 3.4122 4.6447 0.0488
C 2.5491 5.4264 0.8108
C 1.2210 5.4781 0.4723
C 0.6898 4.7430 -0.5676
C 1.5137 3.8515 -1.2569
O 0.9756 3.1171 -2.2473
O 3.0845 6.3215 1.7005
H 3.2668 2.9454 -1.4190
H 4.4692 4.5430 0.2504
H 0.5278 6.0226 1.1014
H -0.3754 4.7276 -0.7582
H 0.0658 3.3240 -2.5003
H 3.4802 7.0752 1.2559
C -2.7745 -0.0771 -4.0000
C -2.6709 1.0192 -3.1584
C -2.0456 2.1805 -3.5588
C -1.5014 2.2554 -4.8385
C -1.6743 1.1907 -5.7236
C -2.3777 0.0819 -5.3384
O -2.7393 -0.9258 -6.1629
O -1.7824 3.1974 -2.6667
H -3.2664 -0.9791 -3.6628
H -2.9913 0.9066 -2.1293
H -1.0540 3.1956 -5.1306
H -1.2965 1.2586 -6.7337
H -2.9239 -1.7453 -5.6996
H -2.5827 3.3057 -2.1428
C -0.0554 -5.8349 1.7608
C -0.3907 -6.2894 0.4760
C -0.5665 -7.6452 0.2337
C -0.6924 -8.5333 1.2979
C -0.5280 -8.0267 2.5996
C -0.1038 -6.7267 2.8287
O 0.0792 -6.3002 4.0922
O -0.8194 -8.0880 -1.0248
H 0.1398 -4.8232 2.0925
H -0.2461 -5.4775 -0.2266
H -0.9638 -9.5650 1.1304
H -0.7198 -8.6311 3.4778
H -0.0603 -7.0603 4.6652
H -0.7322 -7.5104 -1.7838
C -0.9873 1.7003 6.6642
O -0.0607 2.4753 7.4164
C 1.2612 2.0383 7.3103
C 1.8744 1.9137 5.8853
O 1.5885 2.9198 4.9248
C 2.6474 3.7668 4.4966
H -0.8527 1.9494 5.6049
H -1.9917 2.0956 6.8121
H -0.9706 0.6168 6.7944
H 1.3824 1.1575 7.9495
H 1.8826 2.7618 7.8438
H 1.5851 0.9386 5.4837
H 2.9478 1.8699 6.0892
H 2.2055 4.5455 3.8795
H 3.3954 3.1122 4.0440
H 3.0927 4.2438 5.3730
C -4.7900 2.5008 5.7736
O -4.1898 3.6585 5.2657
C -3.5928 3.4965 4.0139
C -2.8414 4.8491 3.6728
O -2.2105 4.7622 2.4115
C -2.9447 5.5483 1.4615
H -5.4568 1.9620 5.0978
H -5.4103 2.9253 6.5662
H -4.1177 1.8293 6.3139
H -4.3272 3.2440 3.2416
H -2.8746 2.6699 4.0521
H -1.9960 4.9446 4.3579
H -3.5117 5.6821 3.8858
H -3.6100 4.8839 0.8960
H -2.1408 5.6713 0.7329
H -3.5751 6.3757 1.7773
C 1.2251 -1.6188 -5.5779
O 1.6314 -0.2898 -5.6117
C 2.8398 -0.0582 -6.3158
C 3.2056 1.4289 -6.2022
O 2.6419 2.2139 -7.2119
C 1.2783 2.4948 -6.8976
H 0.7808 -2.0015 -6.4971
H 0.5073 -1.8254 -4.7761
H 2.0371 -2.1590 -5.0747
H 2.7909 -0.4322 -7.3438
H 3.6712 -0.6914 -5.9802
H 4.2850 1.5829 -6.2213
H 2.8790 1.7878 -5.2205
H 1.2608 3.2972 -6.1484
H 0.7310 1.7160 -6.3711
H 0.6985 2.9198 -7.7155
*
```

Summary:
- gap between HOMO and LUMO (eV) = 4.8
- E_tot (Eh) = -3323.37131
- highest occupied orbital energy (Eh) = -0.374
- LUMO level (eV) = -5.4

=====

(2)
C51H81BF5HfN10S3SbSi3 as an isolated structure, computed with ωB97M-V/def2-TZVPD.

```
! RIJCOSX wB97M-V def2-TZVPD def2/J DEFGRID3
* xyz 2 1
Hf -0.3934 -0.8116 -0.5354
C -4.8729 -3.2680 -4.1311
C -5.1029 -2.2564 -3.0059
C -4.5117 -0.9173 -3.4311
C -6.5970 -2.0772 -2.7324
N -4.5029 -2.8387 -1.7484
C -4.7981 -4.1516 -1.4197
C -4.3417 -4.3756 -0.1775
N -3.7581 -3.2111 0.2786
B -3.3327 -3.1145 1.7592
N -3.6549 -1.7508 2.4370
C -4.8775 -1.6206 3.0620
C -4.8392 -0.5255 3.8349
N -3.5793 0.0404 3.6905
C -2.8840 -0.7051 2.7748
S -1.2633 -0.4279 2.2353
C -3.0873 1.1319 4.5888
C -4.1753 1.4855 5.6020
C -1.8508 0.6678 5.3584
C -2.7959 2.3870 3.7672
N -1.8916 -3.5889 2.1209
C -1.6573 -4.1136 3.3736
C -0.4368 -4.6765 3.3640
N 0.0967 -4.5078 2.0960
C -0.8084 -3.8076 1.3635
S -0.7578 -3.3545 -0.3007
C 1.3569 -5.2608 1.7303
C 1.0182 -6.7493 1.8247
C 1.8682 -4.9576 0.3310
C 2.4431 -4.8894 2.7380
C -3.8687 -2.2767 -0.6890
S -3.2014 -0.6972 -0.5492
H -5.1569 -2.8108 -5.0781
H -5.4807 -4.1649 -4.0189
H -3.8239 -3.5578 -4.1916
H -4.9409 -0.6832 -4.4066
H -3.4289 -0.9497 -3.5314
H -4.7717 -0.1186 -2.7446
H -7.0896 -1.7014 -3.6296
H -6.7547 -1.3588 -1.9259
H -7.0684 -3.0211 -2.4572
H -5.3076 -4.8120 -2.0948
H -4.3777 -5.2641 0.4270
H -4.0414 -3.9011 2.3302
H -5.6569 -2.3491 2.9286
H -5.5875 -0.1281 4.4910
H -4.4297 0.6393 6.2388
H -5.0812 1.8634 5.1260
H -3.7870 2.2724 6.2475
H -2.1004 -0.1921 5.9809
H -1.5167 1.4723 6.0158
H -1.0362 0.3952 4.6927
H -3.7106 2.6433 3.2170
H -1.9641 2.2223 3.0866
H -2.5432 3.2091 4.4393
H -2.3965 -4.0692 4.1539
H 0.0818 -5.2127 4.1364
H 0.1971 -6.9998 1.1517
H 0.7428 -7.0450 2.8373
H 1.8899 -7.3341 1.5318
H 1.1884 -5.2973 -0.4451
H 2.8101 -5.4967 0.2163
H 2.0624 -3.8972 0.1879
H 2.1459 -5.0783 3.7690
H 2.7290 -3.8425 2.6391
H 3.3231 -5.5001 2.5373
C 4.8013 0.9190 -2.1065
Sb 2.7597 1.6387 -2.1156
C 1.8148 -0.1774 -1.1489
C 2.2391 -0.3547 0.2591
C 3.4053 0.1179 0.8828
C 3.6517 -0.2111 2.1925
C 2.7410 -1.0089 2.8930
C 1.5949 -1.4004 2.2541
N 1.3374 -1.0580 0.9744
Si 2.5789 -1.5916 -2.2603
C 4.0245 -2.3694 -1.3256
C 3.0935 -0.9694 -3.9652
C 1.5414 -3.0664 -2.8203
C 3.0543 3.3374 -0.6107
C 2.4211 3.1039 0.7219
C 3.0024 3.5210 1.9298
C 2.3863 3.2854 3.1411
C 1.1667 2.6232 3.1591
C 0.6324 2.2757 1.9382
N 1.2107 2.5137 0.7577
Si 4.8911 3.9324 -0.4996
C 5.9989 2.8565 0.5959
C 5.0333 5.6433 0.2864
C 5.6547 4.0675 -2.2145
Si 2.0792 4.7969 -1.4170
C 0.5623 4.2499 -2.3870
C 1.4713 5.9455 -0.0586
C 3.0416 5.7681 -2.6905
H 5.2074 1.0827 -3.1031
H 4.8471 -0.1415 -1.8809
H 5.4311 1.4394 -1.4003
H 4.1053 0.7204 0.3204
H 4.5576 0.1337 2.6765
H 2.9213 -1.3086 3.9156
H 0.8408 -1.9897 2.7556
H 4.9631 -1.8182 -1.3885
H 4.2101 -3.3599 -1.7472
H 3.8081 -2.5063 -0.2634
H 4.0385 -0.4367 -4.0324
H 2.3171 -0.3602 -4.4372
H 3.1893 -1.8694 -4.5790
H 0.7566 -3.4792 -2.2040
H 2.2689 -3.8707 -2.9727
H 1.1183 -2.8343 -3.7987
H 3.9440 4.0441 1.9267
H 2.8584 3.6114 4.0595
H 0.6494 2.3818 4.0777
H -0.3078 1.7341 1.9023
H 5.7738 2.9393 1.6589
H 7.0111 3.2526 0.4651
H 6.0475 1.7947 0.3575
H 4.3988 5.8195 1.1556
H 4.8423 6.4462 -0.4259
H 6.0686 5.7597 0.6202
H 5.0154 3.7087 -3.0212
H 6.5868 3.5019 -2.2634
H 5.8938 5.1094 -2.4332
H 0.0123 3.4464 -1.9092
H 0.8233 3.9072 -3.3881
H -0.0977 5.1183 -2.4952
H 0.8464 5.4286 0.6773
H 0.8809 6.7492 -0.5076
H 2.2905 6.4131 0.4880
H 3.3460 5.1393 -3.5295
H 3.9192 6.2943 -2.3221
H 2.3538 6.5200 -3.0903
F -1.8895 -3.1154 -2.8124
C -1.4591 -2.0450 -3.5071
C -0.8958 -0.9522 -2.8541
C -0.6018 0.0651 -3.7461
F -0.1237 1.2583 -3.2839
C -0.7773 0.0391 -5.1182
F -0.4584 1.0923 -5.8662
C -1.3007 -1.0979 -5.6993
F -1.4889 -1.1688 -7.0057
C -1.6515 -2.1493 -4.8733
F -2.1802 -3.2525 -5.3996
N -3.1017 4.2449 0.6702
C -1.8959 3.6362 -0.0064
C -2.0825 2.1261 -0.0604
N -0.9179 1.4451 -0.6325
H -3.0109 5.2582 0.7507
H -3.2114 3.8562 1.6124
H -3.9577 4.0458 0.1498
H -1.0258 3.9248 0.5836
H -1.8215 4.0936 -0.9896
H -2.9674 1.8761 -0.6494
H -2.2443 1.7181 0.9379
H -0.0380 1.8726 -0.2583
H -0.8859 1.6060 -1.6403
*
```

Summary:
- gap between HOMO and LUMO (eV) = 6.9
- E_tot (Eh) = -5414.84461
- highest occupied orbital energy (Eh) = -0.437
- energy above the lowest of the compared OMol25 structures with the same formula, charge and spin (eV) = 0.0000
- LUMO level (eV) = -5.0

=====

(3)
A 24-piece molecular cluster, C51H82N24O2P overall, computed with ωB97M-V/def2-TZVPD.

```
! RIJCOSX wB97M-V def2-TZVPD def2/J DEFGRID3
* xyz 1 1
C 0.2124 4.8272 0.9329
C -1.0329 5.5519 0.3880
C -1.9353 6.1665 1.4784
C -3.4595 5.8560 1.3198
C -3.9152 5.9424 -0.1491
P -3.7459 4.2678 2.0400
O -2.7003 3.1798 1.5712
N -3.0093 2.4938 0.2131
O -2.0578 2.0377 -0.1700
H 1.0474 4.9359 0.2352
H 0.5205 5.2486 1.8973
H 0.0089 3.7555 1.0463
H -1.5809 4.8304 -0.2304
H -0.7102 6.3634 -0.2704
H -1.8448 7.2596 1.4875
H -1.6063 5.8179 2.4681
H -4.0191 6.5636 1.9540
H -3.5813 5.0731 -0.7281
H -5.0038 5.9959 -0.2554
H -3.4531 6.8307 -0.5927
H -3.5583 4.3551 3.4163
H -5.0460 3.8199 1.7917
C -1.8720 -0.6598 1.6671
C -1.0035 -1.4125 2.5579
N -0.3078 -2.0983 3.1632
H -1.4470 0.3246 1.4804
H -1.9706 -1.1912 0.7196
H -2.8668 -0.5411 2.0967
C -1.8415 -0.4055 -2.2647
C -2.4340 -1.7353 -2.2605
N -2.8972 -2.7885 -2.2563
H -1.7143 -0.0314 -3.2783
H -2.4774 0.2946 -1.7301
H -0.8572 -0.4213 -1.7961
C 1.9326 0.3557 -2.4877
C 1.4905 1.6491 -1.9864
N 1.1358 2.6783 -1.6105
H 1.1673 -0.0732 -3.1357
H 2.8522 0.4695 -3.0582
H 2.1384 -0.3271 -1.6657
C -4.3677 -4.1130 -4.9880
C -4.9444 -4.2318 -6.3176
N -5.4031 -4.3261 -7.3682
H -3.6296 -4.8959 -4.8169
H -3.8752 -3.1496 -4.8721
H -5.1402 -4.1865 -4.2241
C 2.7508 -0.9476 3.3281
C 4.1658 -1.2683 3.3868
N 5.2714 -1.5784 3.4313
H 2.1730 -1.8522 3.1486
H 2.4086 -0.5091 4.2643
H 2.5545 -0.2440 2.5194
C -0.8231 -4.7146 0.9281
C -0.2713 -5.3890 -0.2338
N 0.1641 -5.8644 -1.1858
H -0.9580 -5.4076 1.7577
H -0.1666 -3.9105 1.2576
H -1.7984 -4.2898 0.6888
C -0.7308 8.0435 4.8888
C -1.9081 7.1882 4.8499
N -2.8370 6.5095 4.8194
H 0.1337 7.4750 5.2285
H -0.5192 8.4404 3.8959
H -0.8948 8.8745 5.5733
C -8.6823 -4.9617 -8.0778
C -9.8649 -4.1196 -8.1812
N -10.7976 -3.4491 -8.2513
H -7.7962 -4.3658 -7.8607
H -8.8064 -5.6935 -7.2804
H -8.5098 -5.4949 -9.0115
C -9.9915 -1.8256 -4.8914
C -8.5850 -1.8698 -4.5202
N -7.4731 -1.9003 -4.2268
H -10.3675 -2.8227 -5.1155
H -10.5878 -1.4067 -4.0818
H -10.1362 -1.2116 -5.7794
C -1.1253 -7.7916 4.6416
C -1.9293 -7.6790 3.4338
N -2.5613 -7.5898 2.4759
H -0.5040 -8.6859 4.6063
H -0.4801 -6.9228 4.7572
H -1.7537 -7.8637 5.5250
C 1.7153 8.5751 -2.2008
C 1.3024 8.3253 -0.8262
N 0.9839 8.1292 0.2622
H 1.0331 8.0880 -2.8971
H 1.7198 9.6453 -2.4036
H 2.7198 8.1865 -2.3665
C 8.0522 -0.3737 2.0046
C 8.7031 -1.2140 1.0120
N 9.2073 -1.8731 0.2145
H 7.8641 0.6204 1.6040
H 7.1152 -0.8562 2.2756
H 8.6596 -0.2864 2.9047
C 10.8641 0.8280 -2.0081
C 10.3304 2.1269 -1.6290
N 9.9097 3.1560 -1.3289
H 11.9528 0.8545 -2.0290
H 10.5633 0.0675 -1.2874
H 10.5045 0.5277 -2.9916
C -1.8173 -6.8370 -3.8523
C -2.7208 -6.5765 -4.9632
N -3.4466 -6.3711 -5.8322
H -1.2406 -7.7448 -4.0221
H -1.1200 -6.0107 -3.7231
H -2.3761 -6.9539 -2.9248
C 0.7809 3.8669 -3.9334
C 0.2766 2.5092 -4.0803
N -0.1529 1.4472 -4.2009
H 0.8640 4.3498 -4.9049
H 0.1074 4.4546 -3.3127
H 1.7618 3.8578 -3.4607
C -2.7006 6.3364 -5.9246
C -1.3050 6.4462 -5.5270
N -0.2087 6.5316 -5.1900
H -3.3363 6.8119 -5.1801
H -2.8651 6.8184 -6.8877
H -2.9909 5.2895 -6.0056
C -3.6049 -8.4159 8.9302
C -2.5828 -8.9770 8.0590
N -1.7720 -9.4211 7.3740
H -4.0134 -7.5007 8.5043
H -4.4248 -9.1186 9.0687
H -3.1833 -8.1815 9.9064
C -4.8964 -8.2566 13.2019
C -5.6560 -8.0938 11.9694
N -6.2700 -7.9662 11.0050
H -4.2643 -9.1416 13.1424
H -4.2660 -7.3857 13.3753
H -5.5737 -8.3700 14.0470
C -6.6975 6.6830 -4.9256
C -5.7725 6.0567 -3.9908
N -5.0156 5.5654 -3.2776
H -6.3990 7.7124 -5.1198
H -6.7083 6.1355 -5.8671
H -7.7054 6.6843 -4.5135
C 10.9744 5.4880 -3.9676
C 10.4406 6.7893 -3.5922
N 10.0195 7.8179 -3.2956
H 12.0636 5.5132 -3.9831
H 10.6596 4.7237 -3.2582
H 10.6275 5.2057 -4.9611
C 2.6917 -7.2755 6.0077
C 1.6538 -6.2718 6.1979
N 0.8244 -5.4892 6.3453
H 3.6769 -6.8233 6.1118
H 2.5876 -8.0670 6.7485
H 2.6125 -7.7151 5.0141
C 6.2885 -3.6193 -0.3797
C 5.2981 -2.5855 -0.1202
N 4.5132 -1.7690 0.0849
H 6.2337 -3.9443 -1.4180
H 7.2958 -3.2469 -0.1903
H 6.1150 -4.4870 0.2555
C 12.0495 1.9297 2.1521
C 12.6807 1.0143 1.2112
N 13.1736 0.2946 0.4612
H 11.9833 2.9267 1.7187
H 11.0434 1.5885 2.3920
H 12.6295 1.9833 3.0722
*
```

Summary:
- gap between HOMO and LUMO (eV) = 6.8
- E_tot (Eh) = -3797.92540
- highest occupied orbital energy (Eh) = -0.421
- LUMO level (eV) = -4.7

=====

Look up the E_tot of the first one.
-3323.37131 Eh

=====

Which formula does entry 2 have?
C51H81BF5HfN10S3SbSi3

=====

What is the LUMO level in the first record?
-5.4 eV